No. 1
# Cl2H3N2P

A single Cl2H3N2P molecule in a non-equilibrium geometry (ωB97M-V/def2-TZVPD, the Open Molecules 2025 dataset).

Geometry as XYZ:
```
8
Properties=species:S:1:pos:R:3:lowdin_charge:R:1
N 0.9129 0.1512 1.8122 -0.216
P -0.3241 -0.0751 0.2599 -0.067
N 0.4408 -0.1666 -1.2003 -0.243
Cl -1.4530 -1.7037 0.4061 0.279
Cl -1.6067 1.4035 -0.0722 0.294
H 0.5855 1.0213 2.0025 -0.210
H -0.0230 -0.2386 -2.1364 0.080
H 1.4676 -0.3919 -1.0718 0.083
```

Results
**LUMO energy**: 0.31 eV
**E**: -1373.0218 hartree
**Strongest force on any atom**: 0.1437 hartree/bohr
**SMILES**: N=P(N)(Cl)Cl

=====

No. 2
# C3H7N3

A single C3H7N3 molecule in a non-equilibrium geometry (ωB97M-V/def2-TZVPD, the Open Molecules 2025 dataset).

Geometry as XYZ:
```
13
Properties=species:S:1:pos:R:3:lowdin_charge:R:1
H -0.7056 1.7156 -0.9640 0.061
N -1.2633 0.8622 -0.8761 0.131
C -0.5373 -0.1034 -0.5030 -0.383
C -1.0843 -1.4752 -0.2504 -0.055
N 1.0932 0.0355 -0.5924 -0.054
N 1.6335 1.0449 0.0661 -0.106
C 1.0120 1.2947 1.1975 -0.067
H -1.3608 -1.5641 0.8036 0.080
H -1.9641 -1.6462 -0.8762 0.080
H -0.3430 -2.2414 -0.4818 0.069
H 1.7362 -0.6277 -1.0266 0.117
H 0.5124 0.4998 1.7588 0.071
H 1.2712 2.2054 1.7445 0.056
```

Results
**LUMO energy**: 0.99 eV
**E**: -282.6685 hartree
**Strongest force on any atom**: 0.0766 hartree/bohr
**SMILES**: [H]/N=C(/C)NN=C

=====

Gap between HOMO and LUMO across the listed records, respectively: 8.83; 9.17 eV.
Highest occupied orbital energy across the listed records, respectively: -0.3134; -0.3004 Ha.
ΔE to the lowest compared entry with this formula, charge and spin across the listed records, respectively: 236.2; 277.8 kJ/mol.